Model A:
{"formula": "C3H5NS", "method": "ωB97M-V/def2-TZVPD", "gap_ha": 0.30260, "smiles": "S=C[C@H]1CN1", "elements": ["S", "C", "C", "C", "N", "H", "H", "H", "H", "H"], "coordinates": [[-0.14, 1.07, -2.76], [0.37, 0.71, -1.23], [-0.50, -0.14, -0.27], [0.41, -0.79, 0.76], [-0.88, 0.01, 1.08], [1.17, 1.03, -0.56], [-1.45, -0.69, -0.72], [0.42, -1.82, 1.03], [1.27, -0.23, 0.69], [-0.67, 0.85, 2.00]]}

=====

Model B:
{"formula": "C3H5NS", "method": "ωB97M-V/def2-TZVPD", "gap_ha": 0.31882, "smiles": "CC#N.C=S", "elements": ["C", "C", "N", "H", "H", "H", "C", "S", "H", "H"], "coordinates": [[2.41, -0.11, -0.17], [1.00, 0.09, -0.06], [-0.06, 0.53, 0.01], [3.08, 0.71, 0.29], [2.81, -0.99, 0.24], [2.72, 0.02, -1.24], [-3.00, 0.00, 0.18], [-2.61, -1.34, 0.79], [-3.54, 0.18, -0.79], [-2.81, 0.90, 0.75]]}

=====

Q: Which of them is the least stable? A: model A.

=====

Model A:
{"formula": "C3H5NS", "method": "ωB97M-V/def2-TZVPD", "gap_ha": [0.20825, 0.20854], "elements": ["C", "C", "C", "N", "S", "H", "H", "H", "H", "H"], "coordinates": [[1.17, 0.02, 0.06], [0.87, -1.30, 0.02], [-1.04, 0.99, -0.04], [0.29, 0.98, -0.12], [-2.15, -0.50, -0.07], [2.22, 0.40, 0.00], [-0.22, -1.48, 0.12], [1.56, -2.20, -0.09], [-1.31, 1.37, 0.89], [-1.38, 1.72, -0.76]]}

=====

Model B:
{"formula": "C3H5NS", "method": "ωB97M-V/def2-TZVPD", "gap_ha": 0.30349, "smiles": "S=C[C@H]1CN1", "elements": ["S", "C", "C", "C", "N", "H", "H", "H", "H", "H"], "coordinates": [[2.14, 0.01, 0.00], [0.53, -0.07, 0.25], [-0.74, -0.33, -0.44], [-2.22, -0.49, 0.23], [-1.74, 0.83, -0.24], [-0.23, 0.23, 1.10], [-0.61, -0.68, -1.34], [-3.19, -1.03, -0.04], [-1.73, -0.48, 1.26], [-1.72, 1.38, 0.54]]}

=====

Q: Which of them is the least stable? A: model B.

=====

Model A:
{"formula": "C2H3F2P", "method": "ωB97M-V/def2-TZVPD", "gap_ha": [0.31516, 0.31937], "elements": ["C", "C", "F", "F", "P", "H", "H", "H"], "coordinates": [[-0.80, -0.37, 0.20], [0.46, 0.31, 0.61], [1.65, -0.20, 0.22], [0.58, 0.71, 1.89], [-0.56, 1.31, -0.57], [-0.72, -1.23, -0.44], [-1.55, -0.47, 0.98], [0.94, -0.07, -2.88]]}

=====

Model B:
{"formula": "C2H3F2P", "method": "ωB97M-V/def2-TZVPD", "gap_ha": 0.35246, "elements": ["C", "C", "F", "F", "P", "H", "H", "H"], "coordinates": [[0.21, -0.29, -0.79], [0.44, 0.10, 0.61], [0.44, 1.40, 1.00], [1.59, -0.29, 1.06], [-0.92, -1.08, 0.52], [-0.43, 0.42, -1.25], [0.93, -0.67, -1.41], [-2.26, 0.42, 0.27]]}

=====

Q: Which of them is the least stable? A: model A.

=====

Model A:
{"formula": "CH7NO2", "method": "ωB97M-V/def2-TZVPD", "gap_ha": 0.41047, "smiles": "C=N.O.O", "elements": ["C", "N", "H", "H", "H", "O", "H", "H", "O", "H", "H"], "coordinates": [[-0.55, -1.71, 0.34], [-1.30, -0.73, 0.15], [0.53, -1.62, 0.34], [-0.85, -2.75, 0.48], [-2.31, -0.85, 0.26], [-0.34, 1.98, 0.08], [-0.58, 1.05, 0.34], [-1.13, 2.43, 0.40], [1.94, 0.00, -0.49], [1.68, 0.64, 0.17], [2.23, 0.52, -1.24]]}

=====

Model B:
{"formula": "CH7NO2", "method": "ωB97M-V/def2-TZVPD", "gap_ha": 0.40057, "smiles": "NCO.O", "elements": ["N", "C", "O", "H", "H", "H", "H", "H", "O", "H", "H"], "coordinates": [[0.60, 0.02, -0.52], [0.03, -0.71, 0.55], [0.48, -2.06, 0.68], [1.61, 0.05, -0.44], [0.45, -0.34, -1.46], [0.22, -0.29, 1.53], [-1.06, -0.70, 0.43], [-0.04, -2.65, 0.12], [-1.01, 2.55, -0.57], [-0.17, 2.11, -0.73], [-1.38, 2.32, 0.28]]}

=====

Q: Which of them is the least stable? A: model A.

=====

Model A:
{"formula": "C3H16O5", "method": "ωB97M-V/def2-TZVPD", "gap_ha": 0.39357, "smiles": "CCCO.O.O.O.O", "elements": ["C", "C", "C", "O", "H", "H", "H", "H", "H", "H", "H", "H", "O", "H", "H", "O", "H", "H", "O", "H", "H", "O", "H", "H"], "coordinates": [[-0.42, -1.40, 1.88], [-0.10, -0.89, 0.47], [-0.08, 0.77, 0.41], [-0.98, 1.46, 1.25], [-0.94, -0.62, 2.55], [-0.80, -2.39, 1.80], [0.56, -1.50, 2.38], [-0.94, -0.93, -0.27], [0.89, -1.31, 0.12], [-0.52, 1.08, -0.56], [0.95, 0.95, 0.41], [-0.78, 1.36, 2.20], [-3.65, -0.86, 0.80], [-3.95, 0.04, 0.95], [-2.68, -0.63, 0.74], [0.08, 3.37, -1.53], [0.46, 2.49, -1.69], [-0.57, 3.27, -0.81], [1.11, -1.80, -2.20], [0.93, -2.53, -2.78], [1.77, -1.85, -1.49], [3.46, 0.57, -1.86], [3.65, 0.47, -0.92], [2.55, 0.89, -1.85]]}

=====

Model B:
{"formula": "C3H16O5", "method": "ωB97M-V/def2-TZVPD", "gap_ha": 0.39694, "smiles": "CCCO.O.O.O.O", "elements": ["C", "C", "C", "O", "H", "H", "H", "H", "H", "H", "H", "H", "O", "H", "H", "O", "H", "H", "O", "H", "H", "O", "H", "H"], "coordinates": [[-0.22, 0.16, 2.94], [-0.53, 0.12, 1.45], [-1.69, 1.02, 1.08], [-1.93, 0.97, -0.37], [-1.16, -0.02, 3.46], [0.43, -0.68, 3.15], [0.27, 1.05, 3.35], [-0.86, -0.92, 1.33], [0.34, 0.35, 0.82], [-1.38, 2.05, 1.26], [-2.65, 0.76, 1.46], [-1.10, 1.07, -0.84], [-0.95, -1.58, -2.52], [-1.36, -1.17, -1.75], [-1.07, -2.53, -2.56], [2.06, -3.51, -1.66], [2.37, -3.63, -2.56], [1.55, -2.71, -1.55], [1.28, -0.24, -1.53], [1.47, 0.70, -1.56], [0.46, -0.49, -1.98], [1.51, 2.96, -0.82], [0.96, 3.61, -0.37], [2.21, 2.66, -0.24]]}

=====

Model C:
{"formula": "C3H16O5", "method": "ωB97M-V/def2-TZVPD", "gap_ha": 0.12513, "elements": ["C", "C", "C", "H", "H", "H", "H", "H", "H", "H", "H", "O", "H", "H", "O", "H", "H", "O", "H", "H", "O", "H", "H", "O"], "coordinates": [[0.93, -1.32, -1.00], [-0.22, -1.07, -0.06], [0.17, -0.41, 1.34], [0.68, -1.85, -1.94], [1.32, -0.36, -1.27], [1.78, -1.78, -0.47], [-0.69, -2.06, 0.12], [0.76, -1.14, 1.88], [0.86, 0.44, 1.13], [-1.59, 1.52, -0.72], [-1.31, 1.57, -2.55], [-1.26, 1.04, -1.76], [-0.95, -0.43, -0.58], [-0.70, -0.09, 1.93], [3.14, -0.07, 0.66], [2.74, 2.46, -0.22], [-2.50, 2.14, 0.63], [-2.04, 1.37, 0.33], [-4.07, -1.31, 0.78], [-2.89, -0.19, 0.53], [-3.06, -1.16, 0.73], [3.99, 0.08, 1.12], [2.74, 0.87, -0.23], [2.15, 1.74, -0.38]]}

=====

Q: Which of them is the least stable? A: model C.

=====

Model A:
{"formula": "C3H4P2", "method": "ωB97M-V/def2-TZVPD", "gap_ha": [0.27517, 0.27132], "elements": ["C", "C", "C", "P", "P", "H", "H", "H", "H"], "coordinates": [[-0.83, -0.43, -1.67], [-1.29, 0.19, -0.66], [1.31, -0.08, 0.78], [2.20, -0.71, -0.43], [-0.15, 0.97, 0.74], [0.20, -0.81, -1.82], [-2.32, 0.40, -0.32], [1.87, 0.19, 1.75], [-1.00, 0.26, 1.62]]}

=====

Model B:
{"formula": "C3H4P2", "method": "ωB97M-V/def2-TZVPD", "gap_ha": 0.32642, "smiles": "C=C1[C@H]2[PH]#P12", "elements": ["C", "C", "C", "P", "P", "H", "H", "H", "H"], "coordinates": [[-0.29, -1.72, -0.24], [-0.31, -0.41, 0.01], [0.81, 0.49, 0.32], [-0.04, 1.94, -0.75], [-0.98, 0.96, 0.90], [-1.33, -2.26, -0.27], [0.49, -2.35, -0.49], [1.71, 0.07, 0.62], [-0.05, 3.29, -0.10]]}

=====

Model C:
{"formula": "C3H4P2", "method": "ωB97M-V/def2-TZVPD", "gap_ha": 0.25240, "elements": ["C", "C", "C", "P", "P", "H", "H", "H", "H"], "coordinates": [[-1.24, 0.19, -0.05], [1.18, -0.79, 0.44], [-0.38, -0.61, 0.58], [-0.15, -1.95, 1.93], [1.93, -2.20, 1.85], [-0.94, 0.96, -0.88], [-2.22, 0.46, 0.29], [1.60, -1.04, -0.55], [1.56, 0.24, 0.66]]}

=====

Model D:
{"formula": "C3H4P2", "method": "ωB97M-V/def2-TZVPD", "gap_ha": [0.23688, 0.23070], "smiles": "C=C1CP1#P", "elements": ["C", "C", "C", "P", "P", "H", "H", "H", "H"], "coordinates": [[-0.84, -1.33, 0.47], [-0.14, -0.29, 0.30], [1.05, 0.40, -0.31], [-0.23, 1.58, 0.43], [-0.94, 3.01, -0.90], [-0.51, -2.23, 0.05], [-1.80, -1.49, 1.09], [2.02, 0.25, 0.14], [1.39, 0.11, -1.26]]}

=====

Q: Which of them is the least stable? A: model A.

=====

Model A:
{"formula": "C2H8N4O", "method": "ωB97M-V/def2-TZVPD", "gap_ha": 0.35670, "smiles": "[H]/N=N/N(N)CCO", "elements": ["H", "N", "N", "N", "N", "C", "C", "O", "H", "H", "H", "H", "H", "H", "H"], "coordinates": [[-0.25, -0.44, 3.34], [0.20, -0.35, 2.45], [0.43, -1.14, 1.58], [1.01, -0.43, 0.18], [0.43, -1.40, -0.72], [0.38, 0.89, 0.11], [-0.87, 0.82, -0.84], [-0.61, 0.87, -2.19], [-0.39, -1.92, -0.49], [1.23, -2.01, -0.75], [1.16, 1.48, -0.21], [0.05, 1.35, 1.05], [-1.59, 1.76, -0.65], [-1.44, -0.01, -0.60], [0.26, 0.55, -2.26]]}

=====

Model B:
{"formula": "C2H8N4O", "method": "ωB97M-V/def2-TZVPD", "gap_ha": 0.33815, "smiles": "CN(C)N(N)N=O", "elements": ["C", "N", "C", "N", "N", "N", "O", "H", "H", "H", "H", "H", "H", "H", "H"], "coordinates": [[1.46, 0.09, -0.75], [0.23, -0.65, -0.28], [0.30, -1.30, 0.98], [-1.01, 0.49, 0.00], [-0.83, 1.57, -0.81], [-2.10, 0.47, 0.57], [-2.53, -0.46, 1.28], [1.33, 1.18, -0.36], [2.33, -0.37, -0.38], [1.36, 0.05, -1.81], [-0.55, -2.07, 1.15], [1.24, -1.86, 0.93], [0.27, -0.78, 1.91], [-1.59, 1.66, -1.41], [0.09, 1.97, -1.01]]}

=====

Q: Which of them is the least stable? A: model B.

=====

Model A:
{"formula": "C4H12NO3", "method": "ωB97M-V/def2-TZVPD", "gap_ha": [0.38353, 0.28201], "spin_multiplicity": 2, "s_squared": 0.758, "elements": ["C", "O", "C", "C", "C", "O", "N", "H", "H", "H", "H", "H", "H", "H", "H", "H", "H", "H", "H", "O"], "coordinates": [[0.41, -1.15, 1.38], [1.24, -0.11, 1.80], [-0.28, -1.02, -0.02], [-0.56, 0.63, -0.47], [-1.64, 1.22, 0.50], [0.55, 1.31, -0.29], [-1.49, -1.78, -0.03], [-0.42, -1.13, 2.11], [0.88, -2.14, 1.27], [0.32, -1.36, -0.87], [-0.87, 0.46, -1.48], [-1.38, 2.27, 0.61], [-2.60, 1.30, -0.07], [-1.93, 0.54, 1.30], [1.29, 0.54, 1.08], [-2.16, -1.43, -0.71], [-2.01, -1.66, 0.84], [1.04, 1.16, -2.80], [1.64, 0.80, -1.49], [1.79, 0.67, -2.46]]}

=====

Model B:
{"formula": "C4H12NO3", "method": "ωB97M-V/def2-TZVPD", "gap_ha": [0.38961, 0.26658], "spin_multiplicity": 2, "s_squared": 0.755, "elements": ["C", "O", "C", "C", "C", "O", "N", "H", "H", "H", "H", "H", "H", "H", "H", "H", "H", "H", "H", "O"], "coordinates": [[1.11, -0.74, 0.78], [0.77, -1.92, 0.25], [0.47, 0.48, -0.08], [-1.01, 0.84, 0.20], [-1.25, 1.93, 1.27], [-2.62, 2.28, 1.40], [0.62, 0.24, -1.48], [1.16, -0.79, 1.88], [2.19, -0.45, 0.65], [1.06, 1.36, 0.23], [-1.31, 1.35, -0.74], [-1.54, -0.05, 0.54], [-0.83, 1.68, 2.25], [-0.86, 2.88, 0.93], [-3.21, 1.57, 1.12], [-0.02, -0.48, -1.77], [1.59, -0.03, -1.63], [1.17, -2.15, -1.23], [2.30, -3.17, -1.64], [1.57, -2.66, -2.02]]}

=====

Q: Which of them is the least stable? A: model B.

=====

Model A:
{"formula": "C4H8Cl2Si", "method": "ωB97M-V/def2-TZVPD", "gap_ha": 0.35731, "smiles": "C[Si]1(C)[C@H](Cl)[C@H]1Cl", "elements": ["C", "Si", "C", "C", "Cl", "C", "Cl", "H", "H", "H", "H", "H", "H", "H", "H"], "coordinates": [[-0.21, 1.74, 0.11], [-0.24, -0.17, -0.03], [0.95, -0.89, -1.22], [-0.42, -1.11, 1.65], [0.40, -2.70, 2.04], [-1.60, -1.33, 0.58], [-3.23, -0.96, 1.16], [-0.96, 2.12, 0.82], [0.78, 2.13, 0.24], [-0.57, 2.18, -0.83], [0.59, -0.74, -2.15], [1.90, -0.25, -1.10], [1.40, -1.88, -1.03], [-0.82, -0.74, 2.56], [-1.44, -2.27, 0.15]]}

=====

Model B:
{"formula": "C4H8Cl2Si", "method": "ωB97M-V/def2-TZVPD", "gap_ha": 0.36788, "elements": ["C", "C", "C", "C", "Si", "Cl", "Cl", "H", "H", "H", "H", "H", "H", "H", "H"], "coordinates": [[-1.55, 0.65, -0.21], [-0.65, -0.28, -0.10], [-3.10, 0.54, 0.00], [2.60, -0.92, 0.68], [1.72, 0.10, -0.64], [4.36, -1.26, 0.35], [2.12, 2.09, -0.54], [-1.30, 1.61, -0.72], [-0.75, -1.15, 0.61], [-3.41, -0.52, 0.19], [-3.29, 0.70, -1.05], [-3.65, 0.97, 0.86], [2.60, -0.30, 1.50], [2.05, -1.84, 0.89], [2.23, -0.40, -1.83]]}

=====

Q: Which of them is the least stable? A: model B.

=====

Model A:
{"formula": "C2H10N2O2P", "method": "ωB97M-V/def2-TZVPD", "gap_ha": 0.38187, "charge": 1, "elements": ["C", "C", "N", "N", "O", "O", "P", "H", "H", "H", "H", "H", "H", "H", "H", "H", "H"], "coordinates": [[-2.56, 0.54, -0.53], [-1.57, -1.33, 0.58], [2.67, 0.63, 1.23], [-1.47, -0.34, -0.19], [0.94, 0.28, -0.68], [3.17, -1.13, -0.58], [2.40, 0.24, -0.37], [-2.22, 1.48, -0.83], [-3.06, 0.07, -1.48], [-3.24, 0.80, 0.16], [-2.41, -1.52, 1.31], [3.12, 1.15, -1.14], [-0.73, -2.06, 0.46], [2.06, 1.34, 1.57], [3.64, 0.84, 1.49], [-0.48, -0.34, -0.62], [2.65, -1.81, -1.10]]}

=====

Model B:
{"formula": "C2H10N2O2P", "method": "ωB97M-V/def2-TZVPD", "gap_ha": 0.37402, "charge": 1, "smiles": "C[N+](C)=P(N)(O)O", "elements": ["C", "N", "C", "P", "N", "O", "O", "H", "H", "H", "H", "H", "H", "H", "H", "H", "H"], "coordinates": [[0.39, 1.61, 0.85], [-0.28, 0.40, 0.57], [0.04, -0.69, 1.57], [-0.33, -0.10, -1.30], [-1.43, -1.19, -1.76], [-1.02, 1.07, -2.09], [1.04, -0.66, -1.80], [1.45, 1.53, 0.84], [0.05, 2.38, 0.15], [-0.03, 1.94, 1.78], [1.13, -0.96, 1.49], [-0.19, -0.21, 2.51], [-0.62, -1.57, 1.51], [-1.47, -2.14, -1.52], [-2.31, -0.69, -1.89], [-1.02, 1.99, -1.84], [1.12, -1.08, -2.71]]}

=====

Q: Which of them is the least stable? A: model B.

=====

Model A:
{"formula": "CH4Cl2SSi", "method": "ωB97M-V/def2-TZVPD", "gap_ha": 0.38045, "smiles": "S[SiH2]C(Cl)Cl", "elements": ["S", "Si", "C", "Cl", "Cl", "H", "H", "H", "H"], "coordinates": [[0.49, -1.73, -0.43], [-0.13, 0.25, 0.05], [-0.53, 1.30, -1.54], [-0.72, 2.93, -0.89], [0.97, 1.34, -2.68], [1.07, -1.95, 0.83], [0.75, 1.21, 0.76], [-1.50, 0.05, 0.40], [-1.53, 1.03, -2.08]]}

=====

Model B:
{"formula": "CH4Cl2SSi", "method": "ωB97M-V/def2-TZVPD", "gap_ha": 0.28883, "elements": ["C", "Si", "S", "Cl", "Cl", "H", "H", "H", "H"], "coordinates": [[0.93, 0.45, 0.93], [-0.90, -0.95, -0.34], [-2.00, 0.39, -1.61], [1.67, -0.68, 1.99], [1.92, 0.91, -0.47], [0.59, 1.41, 1.39], [0.38, -1.17, -1.15], [-1.48, -1.77, 0.74], [-1.12, 1.41, -1.47]]}

=====

Q: Which of them is the least stable? A: model B.